Record 1
{"formula": "C10H15N2OS", "method": "ωB97M-V/def2-TZVPD", "symbols": ["C", "C", "C", "C", "C", "C", "C", "C", "C", "C", "N", "N", "O", "S", "H", "H", "H", "H", "H", "H", "H", "H", "H", "H", "H", "H", "H", "H", "H"], "coordinates": [[1.71711, -0.72622, -0.59900], [0.99549, 0.07026, -1.90389], [-0.78217, -0.36518, -0.29019], [2.99837, -0.66923, -0.43468], [-3.79903, 1.27162, 0.76151], [-2.97785, 0.86931, 2.01309], [-2.86545, 0.81250, -0.38242], [-2.34687, -0.48856, 1.66678], [3.85554, -1.32933, 0.62729], [3.89854, -0.05173, -1.47542], [-1.93191, -0.07199, 0.33753], [-0.36817, -0.01465, -1.53704], [1.53248, 0.56378, -2.84084], [0.54157, -1.17207, 0.63162], [-4.84857, 0.87306, 0.80085], [-3.91390, 2.31299, 0.85683], [-2.09713, 1.47059, 1.98943], [-3.31119, 0.96707, 2.96321], [-3.52614, 0.23690, -1.09968], [-2.39406, 1.57824, -0.93353], [-1.43606, -0.84560, 2.15352], [-3.09018, -1.28642, 1.52835], [4.72294, -0.75313, 1.02686], [3.37744, -1.76638, 1.52535], [4.38018, -2.26161, 0.16827], [3.49659, 0.57286, -2.29083], [4.61158, 0.60398, -0.96570], [4.59526, -0.62638, -2.03242], [-1.03443, 0.22536, -2.26482]], "spin_multiplicity": 1, "charge": 1, "max_force_ev_per_a": 5.3}

***

Record 2
{"formula": "C10H15N5", "method": "ωB97M-V/def2-TZVPD", "symbols": ["C", "C", "N", "H", "H", "H", "C", "C", "N", "H", "H", "H", "C", "C", "N", "H", "H", "H", "C", "C", "N", "H", "H", "H", "C", "C", "N", "H", "H", "H"], "coordinates": [[-1.01970, 1.58572, -4.37159], [-0.42305, 0.57257, -3.57892], [0.04307, -0.26865, -2.93302], [-0.59831, 1.72805, -5.36671], [-0.75763, 2.48300, -3.81096], [-2.09303, 1.39821, -4.40147], [-0.99330, 2.66668, 0.28381], [-1.13206, 3.96458, -0.39814], [-1.23779, 4.97849, -0.88864], [-1.17117, 1.93891, -0.50790], [-1.78255, 2.64924, 1.03541], [0.00709, 2.57737, 0.70730], [0.86609, -0.87168, 0.48309], [1.82923, 0.20380, 0.79764], [2.64116, 0.99978, 0.99717], [0.01169, -0.52670, -0.09923], [0.64392, -1.51141, 1.33720], [1.18126, -1.61495, -0.24925], [4.20635, -2.38830, 3.68187], [3.40716, -2.97856, 2.65158], [2.83401, -3.37787, 1.74681], [5.17712, -2.10148, 3.27759], [4.39516, -3.17888, 4.40811], [3.80029, -1.55999, 4.26248], [-3.66475, -0.88228, 0.30729], [-2.61061, -1.82190, -0.13793], [-1.82451, -2.56918, -0.48354], [-3.31811, -0.26902, 1.13907], [-4.46181, -1.52737, 0.67696], [-3.95528, -0.29831, -0.56602]], "spin_multiplicity": 1, "charge": 0, "smiles": "CC#N.CC#N.CC#N.CC#N.CC#N", "max_force_ev_per_a": 3.0}

***

Record 3
{"formula": "C10H15NO", "method": "ωB97M-V/def2-TZVPD", "symbols": ["C", "C", "C", "C", "C", "C", "C", "H", "H", "H", "H", "H", "H", "H", "H", "C", "C", "C", "N", "O", "H", "H", "H", "H", "H", "H", "H"], "coordinates": [[3.50765, 1.12459, 0.60985], [2.26442, 1.07943, 1.46026], [1.12903, 0.63172, 0.77211], [-0.15118, 0.57889, 1.32548], [-0.25087, 0.97096, 2.67115], [0.93788, 1.27377, 3.34908], [2.20286, 1.35482, 2.83430], [3.32228, 1.32403, -0.48233], [4.07225, 0.17889, 0.55069], [4.29277, 1.85741, 0.84276], [1.02811, 0.73917, -0.30699], [-1.03869, 0.27247, 0.79195], [-1.20544, 0.94100, 3.21685], [0.87243, 1.28337, 4.46165], [3.15443, 1.63787, 3.28667], [-1.93286, -0.00796, -3.15025], [-2.52788, -1.27730, -2.57452], [-1.53999, -2.14199, -1.81376], [-1.95913, -2.37023, -0.48699], [-0.68813, -2.88048, -2.23861], [-1.35840, -0.14295, -4.06590], [-1.44647, 0.59444, -2.35759], [-2.70440, 0.71081, -3.54414], [-3.32900, -1.03499, -1.90572], [-2.87566, -1.90612, -3.45612], [-1.25738, -2.92144, 0.03521], [-2.51862, -1.87018, 0.17493]], "spin_multiplicity": 1, "charge": 0, "smiles": "Cc1ccccc1.CCC(N)=O", "max_force_ev_per_a": 3.3}

***

Record 4
{"formula": "C10H15NO", "method": "ωB97M-V/def2-TZVPD", "symbols": ["C", "C", "C", "C", "C", "C", "C", "C", "H", "H", "H", "H", "H", "H", "H", "H", "H", "H", "C", "C", "N", "O", "H", "H", "H", "H", "H"], "coordinates": [[2.11200, -2.14399, 1.16998], [1.70684, -1.32059, -0.05900], [1.33920, 0.12267, 0.23444], [0.32462, 0.71811, -0.49994], [0.08022, 2.08395, -0.45605], [0.98724, 2.86396, 0.25168], [1.89911, 2.29195, 1.11151], [2.11853, 0.91599, 1.06975], [2.63062, -3.08490, 0.98450], [1.20619, -2.40892, 1.72613], [2.74379, -1.54044, 1.82371], [2.63640, -1.24112, -0.64344], [0.98205, -1.76901, -0.72275], [-0.19241, 0.04393, -1.16755], [-0.77436, 2.54232, -0.92383], [0.82742, 3.93854, 0.17354], [2.50011, 2.94792, 1.73020], [2.90254, 0.52392, 1.71279], [-3.22441, -0.64855, 0.26301], [-2.90049, -0.17794, -1.12626], [-2.28665, -1.04513, -2.02352], [-3.01559, 1.00090, -1.39496], [-4.30854, -0.74108, 0.40595], [-2.92873, 0.15638, 0.92216], [-2.82394, -1.61616, 0.54313], [-1.75837, -0.56058, -2.73349], [-2.78339, -1.85212, -2.37171]], "spin_multiplicity": 1, "charge": 0, "smiles": "CCc1ccccc1.CC(N)=O", "max_force_ev_per_a": 1.7}

***

no.,energy (Eh),E_HOMO (eV)
1,-972.69512,-12.609
2,-663.75101,-11.311
3,-520.00831,-9.017
4,-520.03643,-8.843